Entry 1:
Molecular formula: C6H9NO3S
Method: DFT, ωB97M-V/def2-TZVPD

Summary:
E_HOMO: -6.255 eV
electronic energy: -24830.7050 eV
gap between HOMO and LUMO: 6.60 eV
energy above the lowest of the compared OMol25 structures with the same formula, charge and spin: 491.8 kJ/mol
total charge: 0
lowest unoccupied orbital energy: 0.3 eV

Positions of all 20 atoms, in Å:
1 C 1.79559 -1.32334 -1.11746
2 C 1.44442 -1.86660 0.12033
3 C 1.58528 0.27981 0.61752
4 C 1.62521 1.44428 1.48546
5 C -1.71955 -1.33547 -1.87060
6 C -1.90912 -0.44432 0.28993
7 N 1.33109 -0.96669 1.06613
8 O -1.56555 -0.45515 1.59351
9 O -2.24159 0.83131 -0.14115
10 O -1.49525 -1.24690 -0.56405
11 S 2.05069 0.33034 -1.01199
12 H 2.05913 -1.59517 -2.11537
13 H 1.19582 2.41791 0.96410
14 H 0.88780 1.31315 2.34518
15 H 2.69802 1.67172 1.71564
16 H 1.35246 -2.82788 0.42768
17 H -1.21375 -2.28284 -2.27870
18 H -1.76489 -0.47115 -2.48674
19 H -0.93968 -1.19598 1.81493
20 H -1.77330 1.44814 0.52595



Entry 2:
Molecular formula: C6H9NOS
Method: DFT, ωB97M-V/def2-TZVPD

Summary:
E_HOMO (spin up / spin down): -7.951 / -7.948 eV
electronic energy: -20737.8107 eV
gap between HOMO and LUMO (spin up / spin down): 8.33 / 8.33 eV
energy above the lowest of the compared OMol25 structures with the same formula, charge and spin: 178.4 kJ/mol
total charge: 0
lowest unoccupied orbital energy (spin up / spin down): 0.4 / 0.4 eV

Positions of all 18 atoms, in Å:
1 C -0.64615 1.81914 0.37560
2 C 0.52743 -1.54493 -1.08877
3 C -0.60418 -0.58253 -0.84180
4 C -0.66001 0.47351 2.28682
5 C 1.75225 -0.77948 -1.58157
6 C 0.02786 0.42248 0.10063
7 N -1.18183 1.63690 1.64480
8 O -0.67328 2.68166 -0.42921
9 S 1.76576 0.50603 -0.20263
10 H 0.81858 -1.86750 -0.01652
11 H 0.28486 -2.38720 -1.77246
12 H -0.97219 -0.00848 -1.72277
13 H -1.61712 -1.09168 -0.53142
14 H -1.32282 -0.29670 2.68855
15 H 0.08661 0.52727 3.07724
16 H 2.66914 -1.40623 -1.57733
17 H 1.57710 -0.31016 -2.55644
18 H -1.83201 2.20790 2.14727



Entry 3:
Molecular formula: C6H9NOS
Method: DFT, ωB97M-V/def2-TZVPD

Summary:
E_HOMO (spin up / spin down): -8.936 / -7.596 eV
electronic energy: -20735.9370 eV
gap between HOMO and LUMO (spin up / spin down): 8.95 / 6.91 eV
energy above the lowest of the compared OMol25 structures with the same formula, charge and spin: 359.2 kJ/mol
total charge: 0
lowest unoccupied orbital energy (spin up / spin down): 0.0 / -0.7 eV

Positions of all 18 atoms, in Å:
1 C -0.63592 -0.58567 -0.18061
2 C -0.59561 0.83264 -0.32771
3 C 0.73143 -1.25717 -0.10969
4 C 1.76129 -0.37942 0.59844
5 C 1.88576 0.96902 -0.09480
6 C 0.51488 1.55915 -0.29311
7 N -1.73204 -1.21154 -0.18662
8 O -4.33533 -0.07515 0.84048
9 S -3.69104 0.31889 -0.41900
10 H 0.64878 -2.22636 0.38588
11 H 1.04944 -1.42800 -1.14509
12 H 1.44833 -0.22154 1.63286
13 H 2.72744 -0.88788 0.61057
14 H 2.51180 1.65345 0.48293
15 H 2.34457 0.85167 -1.08381
16 H 0.46935 2.62981 -0.45246
17 H -1.73231 -2.21749 -0.06097
18 H -3.37082 1.67556 -0.19730